One molecule with the formula C4H10NOS. Source: the OMol25 dataset; level of theory: wB97M-V/def2-TZVPD.

Geometry as XYZ:
```
17
Properties=species:S:1:pos:R:3:forces:R:3:nbo_charge:R:1
S -1.2875 1.8224 -0.8625 1.41 -0.82 -0.68 -0.107
O 0.6143 -2.8602 1.0976 0.63 -0.56 0.42 -0.330
N -0.3184 -0.6656 1.0562 0.86 -1.58 -0.66 -0.592
C 1.2903 0.7055 -0.3217 0.17 -0.59 1.13 -0.438
C 0.2365 0.8219 -1.4293 -0.10 1.20 1.23 -0.478
C 0.8618 0.2186 1.0864 -1.14 0.86 -0.20 -0.250
C -0.0448 -2.0485 0.3160 -1.56 2.60 0.71 0.026
H 2.0905 0.0039 -0.5630 0.11 0.19 -0.88 0.210
H 0.5724 1.1186 1.6231 -0.34 0.02 0.32 0.207
H -0.0702 -0.1286 -1.8500 -0.05 0.20 -0.35 0.206
H 0.5070 -1.7381 -0.5666 0.47 -0.19 -0.33 0.212
H -0.5114 -0.9452 2.0184 -0.17 0.09 -0.14 0.370
H -1.3717 0.8991 0.0830 -0.69 -0.12 0.62 0.155
H 1.6415 -0.2216 1.6923 0.68 -0.19 -0.27 0.198
H 0.7865 1.5062 -2.0553 -0.47 -0.30 -1.30 0.226
H -1.0512 -2.3614 0.0054 0.08 -0.32 -0.05 0.161
H 1.7199 1.7182 -0.2632 0.11 -0.51 0.43 0.221
```
Forces are in eV/Å.

spin multiplicity	2
expectation value of S²	0.76
LUMO energy (alpha / beta)	0.9 / -2.1	eV
frontier orbital gap (alpha / beta)	0.365 / 0.253	hartree
HOMO (alpha / beta)	-0.3323 / -0.3322	Eh
energy	-18679.786	eV
relative energy (zero: lowest compared OMol25 entry of this formula, charge and spin)	19.9	kcal/mol


C4H10NOS as an isolated structure. Source: the OMol25 dataset; level of theory: wB97M-V/def2-TZVPD.

Geometry as XYZ:
```
17
Properties=species:S:1:pos:R:3:forces:R:3:nbo_charge:R:1
S -3.9318 0.6009 -1.9092 -0.35 0.36 -2.34 -0.049
O 1.6871 0.0250 0.8270 -0.90 -0.14 -0.01 -0.288
N 4.4201 0.3735 2.7008 0.03 0.52 -1.13 -1.085
C 1.0425 -0.0261 -0.1952 3.03 0.81 -0.93 0.245
C -0.3841 0.0669 -0.1796 -2.19 -1.84 0.24 0.342
C -2.6199 -0.7513 -0.9089 -1.71 1.18 -1.22 -0.429
C -1.2184 -0.4266 -1.3067 1.28 2.05 2.49 -0.615
H -3.0388 -1.5739 -1.4849 -0.13 -0.06 0.40 0.245
H 1.5494 -0.1448 -1.1588 0.02 -0.17 -0.17 0.171
H -0.7168 0.1674 0.8669 -0.64 0.51 -0.54 0.260
H -3.5013 0.0412 -0.5664 1.50 -1.97 2.28 0.257
H -1.1236 0.3943 -2.0607 0.01 0.11 -0.15 0.369
H 4.7483 -0.5006 3.0715 -0.29 0.08 0.49 0.375
H 3.8376 0.2282 1.8922 0.17 -0.32 -0.12 0.346
H -0.5259 -1.1360 -1.7793 -0.47 -0.63 -0.33 0.328
H -4.1259 1.6650 -1.0986 0.48 -0.20 0.22 0.162
H 3.9016 0.9967 3.2901 0.15 -0.28 0.82 0.365
```
Forces are in eV/Å.

LUMO energy	-8.7	eV
frontier orbital gap	0.117	hartree
charge	+1
HOMO	-0.4389	Eh
energy	-18668.413	eV
relative energy (zero: lowest compared OMol25 entry of this formula, charge and spin)	200.5	kcal/mol


An isolated ion of composition C4H10NOS and charge +1. Source: the OMol25 dataset; level of theory: wB97M-V/def2-TZVPD.

Geometry as XYZ:
```
17
Properties=species:S:1:pos:R:3:forces:R:3:nbo_charge:R:1
S 2.3682 -0.2739 0.9289 -0.96 0.81 -0.82 -0.064
O -0.2379 -0.2233 -1.9041 0.06 0.25 0.29 -0.663
N -0.1946 0.2318 0.3040 -1.95 -0.99 2.78 -0.407
C -0.2772 -2.1360 -0.4193 -0.28 1.31 2.27 -0.453
C 1.0777 0.9846 0.1618 1.33 -3.13 1.23 -0.275
C -0.2492 -0.8508 -0.7278 -0.32 0.63 1.11 0.434
C -1.4517 1.1065 0.5336 4.13 2.26 -4.55 -0.376
H 1.1639 1.0660 -0.8775 0.77 0.46 -1.37 0.240
H -1.3540 1.6354 1.3998 0.85 1.31 2.46 0.227
H -0.6147 -0.8447 -2.5029 -0.37 -0.55 -1.53 0.514
H -0.3326 -2.4414 0.6474 0.14 0.24 -0.96 0.242
H 1.1039 1.8952 0.6584 -0.24 1.52 1.01 0.239
H 3.3389 0.5141 1.4310 -0.42 0.38 -0.21 0.177
H -0.3384 -2.8826 -1.1424 0.05 -1.06 -1.15 0.246
H -0.3127 -0.2009 1.2422 1.49 -0.48 -0.69 0.457
H -1.3850 1.8129 -0.3127 -0.78 -0.20 0.43 0.231
H -2.3045 0.6073 0.5796 -3.50 -2.78 -0.30 0.231
```
Forces are in eV/Å.

LUMO energy	-3.2	eV
frontier orbital gap	0.386	hartree
charge	+1
HOMO	-0.5015	Eh
energy	-18674.077	eV
relative energy (zero: lowest compared OMol25 entry of this formula, charge and spin)	69.9	kcal/mol


A 2-piece molecular cluster, C4H10NOS overall. Source: the OMol25 dataset; level of theory: wB97M-V/def2-TZVPD.

Geometry as XYZ:
```
17
Properties=species:S:1:pos:R:3:forces:R:3:nbo_charge:R:1
S 2.9177 0.6359 0.1520 0.55 0.40 -0.99 0.351
O 0.6735 0.2319 -1.1445 0.47 0.58 -0.49 -0.644
N -1.6925 0.6810 -0.4906 2.66 -1.50 1.28 -0.516
C -2.2936 -0.5817 -0.1176 0.88 -0.58 -0.06 -0.218
C 2.6660 -1.1174 0.4161 -2.84 2.24 2.77 -0.761
C 1.5654 1.0405 -0.8874 0.91 -2.76 1.80 0.246
C -1.7807 0.3021 0.9517 0.55 -0.47 -0.04 -0.226
H -2.2496 1.4247 -0.6322 -2.48 2.99 -1.39 0.414
H 1.5870 -1.1499 0.1884 0.43 -0.88 0.47 0.238
H -0.8309 0.0517 1.3387 0.87 -0.13 0.48 0.230
H -3.3153 -0.4576 -0.1821 -2.15 -0.75 -0.52 0.231
H -2.4041 0.9070 1.6300 0.07 -0.46 -0.82 0.255
H 3.1700 -1.8520 -0.0435 2.12 -1.87 -2.80 0.244
H -0.7121 0.6613 -0.9354 -0.61 -0.05 0.19 0.462
H 2.9058 -1.3492 1.4678 -0.62 0.54 -0.12 0.251
H 1.5784 2.0525 -1.1571 -0.20 1.70 -0.66 0.178
H -1.7849 -1.4808 -0.5543 -0.60 0.99 0.91 0.266
```
Forces are in eV/Å.

LUMO energy	-3.4	eV
frontier orbital gap	0.375	hartree
charge	+1
HOMO	-0.4997	Eh
energy	-18674.440	eV
relative energy (zero: lowest compared OMol25 entry of this formula, charge and spin)	61.5	kcal/mol


A 2-piece molecular cluster, C4H10NOS overall. Source: the OMol25 dataset; level of theory: wB97M-V/def2-TZVPD.

Geometry as XYZ:
```
17
Properties=species:S:1:pos:R:3:forces:R:3:nbo_charge:R:1
S -0.8030 -0.3523 -1.0372 0.17 0.57 0.10 0.520
O 2.0212 -2.0350 -0.1154 1.70 -0.70 -0.93 -0.465
N 0.7822 -2.4387 -0.1920 -2.85 0.34 -0.51 0.019
C 0.3943 1.5264 0.6771 1.75 -0.60 -0.74 -0.707
C -0.5907 1.1177 -0.3434 -0.11 0.14 -1.01 -0.002
C -1.4481 2.2539 -0.7775 -1.98 1.96 -1.75 -0.733
C -0.0582 -2.7458 0.9635 -0.21 0.95 0.18 -0.516
H -0.0903 1.5846 1.6342 0.00 -0.16 0.66 0.283
H 2.3662 -2.2144 -1.0596 -0.45 0.72 1.92 0.515
H 0.0749 -3.7917 1.1633 0.24 -0.63 0.63 0.248
H -1.8165 2.3365 -1.8952 1.04 -0.77 2.04 0.288
H 1.3819 1.0308 0.6349 -0.92 -0.82 0.56 0.265
H -1.0405 3.2875 -0.5397 -0.19 -1.53 -0.10 0.267
H -2.4216 2.1891 -0.2376 0.54 -0.06 -0.08 0.291
H -1.1429 -2.6768 0.6154 1.53 0.21 0.39 0.231
H 0.1067 -2.1056 1.9018 0.02 -0.82 -1.36 0.236
H 0.7330 2.4992 0.4056 -0.28 1.18 -0.02 0.259
```
Forces are in eV/Å.

spin multiplicity	3
expectation value of S²	2.01
LUMO energy (alpha / beta)	-5.2 / -7.6	eV
frontier orbital gap (alpha / beta)	0.279 / 0.215	hartree
charge	+1
HOMO (alpha / beta)	-0.4718 / -0.4925	Eh
energy	-18670.405	eV
relative energy (zero: lowest compared OMol25 entry of this formula, charge and spin)	33.8	kcal/mol


An isolated ion of composition C4H10NOS2 and charge +1. Source: the OMol25 dataset; level of theory: wB97M-V/def2-TZVPD.

Geometry as XYZ:
```
18
Properties=species:S:1:pos:R:3:forces:R:3:nbo_charge:R:1
S 1.4598 -2.1485 -0.4358 0.68 -0.26 -0.09 0.132
S 0.1770 0.5151 -0.2593 0.39 -0.51 0.07 0.405
O 2.6787 0.1394 0.3000 0.37 -0.28 0.56 -0.435
N -2.2221 0.0918 1.0674 -0.32 -3.21 0.21 -0.832
C 2.6654 1.6001 0.6149 -1.23 -1.80 1.78 -0.244
C -1.2059 -0.5261 -0.9898 1.37 1.99 -0.87 -0.460
C -2.4690 0.0146 -0.3909 0.54 1.07 0.66 -0.260
C 1.6028 -0.4508 -0.0467 -1.24 0.30 -1.24 0.159
H 3.6804 1.8341 0.6453 1.49 0.55 0.01 0.231
H -2.8214 0.9633 -0.8160 0.54 0.05 0.32 0.221
H 2.1721 1.7456 1.6222 0.47 -0.19 -1.26 0.230
H -1.0449 -1.4838 -0.6215 0.19 -1.85 0.41 0.222
H -1.1069 -0.4801 -2.0902 -0.15 -0.07 0.63 0.261
H -3.1826 -0.6809 -0.7202 -1.45 -1.14 -0.08 0.211
H -2.2421 -0.9370 1.4390 0.46 2.20 -0.90 0.359
H 2.7358 -2.6432 -0.7021 -0.68 1.04 0.56 0.210
H -3.0136 0.4263 1.5681 -0.84 0.91 0.19 0.383
H 2.1367 2.0201 -0.1843 -0.57 1.19 -0.95 0.208
```
Forces are in eV/Å.

LUMO energy	-4.3	eV
frontier orbital gap	0.331	hartree
charge	+1
HOMO	-0.4908	Eh
energy	-29509.834	eV
relative energy (zero: lowest compared OMol25 entry of this formula, charge and spin)	25.7	kcal/mol